(1)
The molecule C23H29N7O3. Source: OMol25; level of theory: ωB97M-V/def2-TZVPD.

CARTESIAN COORDINATES (ANGSTROEM)
C  -7.95805  -2.62676  -3.88537
O  -6.95037  -2.44344  -4.84769
C  -5.74496  -1.94672  -4.43824
C  -4.78390  -1.78072  -5.43624
C  -3.53602  -1.28688  -5.13090
C  -3.20681  -0.94286  -3.81792
N  -1.93138  -0.44772  -3.57460
C  -1.33412  -0.05014  -2.42638
N  -1.96498  -0.12208  -1.25878
C  -1.25856  0.31499  -0.21279
N  -1.87358  0.27220  0.98530
C  -1.16155  0.49397  2.21857
C  -0.19682  -0.66133  2.53896
N  0.40479  -0.47543  3.84733
C  1.52786  0.45238  3.86499
C  2.82124  -0.16889  3.32139
O  3.15090  -1.36047  4.00745
C  2.09517  -2.29479  3.93697
C  0.80230  -1.70455  4.51442
N  -0.02146  0.80711  -0.26705
C  0.52465  0.80700  -1.47912
N  1.80169  1.22489  -1.65791
C  2.72144  1.70120  -0.72936
C  2.34500  2.20728  0.51371
C  3.29879  2.67252  1.39126
C  4.65392  2.64637  1.06066
O  5.51005  3.11657  2.01443
C  6.88963  3.09279  1.74492
C  5.03145  2.16030  -0.18528
C  4.07101  1.69817  -1.06765
N  -0.08046  0.38632  -2.59118
C  -4.16478  -1.10812  -2.82534
C  -5.42034  -1.60469  -3.13145
H  -7.65552  -3.34550  -3.11636
H  -8.23709  -1.68125  -3.40837
H  -8.81583  -3.02175  -4.42778
H  -5.04276  -2.04742  -6.44853
H  -2.80330  -1.16332  -5.91581
H  -1.32934  -0.35016  -4.38124
H  -2.73124  -0.25593  1.00594
H  -0.59980  1.42310  2.11383
H  -1.88360  0.60488  3.02831
H  -0.77053  -1.59236  2.55546
H  0.53432  -0.72482  1.72131
H  1.27636  1.33802  3.28475
H  1.68580  0.74457  4.90772
H  3.66354  0.50860  3.46669
H  2.71774  -0.37261  2.24444
H  2.41951  -3.16254  4.51429
H  1.93326  -2.59923  2.89054
H  -0.00771  -2.43309  4.45014
H  0.97015  -1.45952  5.56804
H  2.13953  1.07821  -2.59917
H  1.30077  2.22487  0.77211
H  3.01763  3.07141  2.35305
H  7.14374  3.72154  0.88501
H  7.37114  3.49266  2.63598
H  7.24757  2.07311  1.56822
H  6.06727  2.13405  -0.48458
H  4.37858  1.32529  -2.03460
H  -3.91459  -0.84144  -1.81294
H  -6.13737  -1.71786  -2.33359

Properties
- HOMO level: -0.2786 Eh
- Net charge: 0
- ΔE to the lowest compared entry with this formula, charge and spin: 1.821 eV
- Total energy: -1502.8858 Eh
- SMILES: COc1ccc(Nc2nc(NCCN3CCOCC3)nc(Nc3ccc(OC)cc3)n2)cc1

=====

(2)
An isolated ion of composition C5H5N4O2 and charge +1 in a non-equilibrium geometry. Source: OMol25; level of theory: ωB97M-V/def2-TZVPD.

CARTESIAN COORDINATES (ANGSTROEM)
O  2.26466  -2.30723  -0.03051
C  1.50335  -1.38996  0.00746
N  1.78567  -0.13310  0.20490
C  2.13947  0.98882  0.00296
C  1.64253  2.22974  -0.16147
N  0.26312  2.27373  0.01980
C  -0.81649  1.63484  0.07968
N  -1.31966  0.31362  0.27373
C  -1.07438  -1.03322  0.08544
O  -2.18771  -1.72685  -0.06620
N  0.07604  -1.68330  -0.00448
H  2.21522  3.16001  -0.41467
H  -1.72732  2.38652  -0.01602
H  -2.32742  0.49369  0.41725
H  -2.25621  -2.56633  -0.51218
H  -0.18087  -2.64098  0.11433

Properties
- HOMO level: -0.4741 Eh
- Net charge: +1
- ΔE to the lowest compared entry with this formula, charge and spin: 1.066 eV
- Total energy: -562.6500 Eh
- SMILES: O=C1N=C=C/N=C\N/C(O)=[NH+]\1

=====

| no. | orbital gap (eV) |
| --- | --- |
| 1 | 8.34 |
| 2 | 8.31 |